Entry 1:
10
Properties=species:S:1:pos:R:3 method="wB97M-V/def2-TZVPD" charge=+3 de_lowest_kcal_mol=0.0 energy_ha=-2082.4607 e_homo_ev=-23.88
H -0.5257 -1.2650 0.2882
O -2.5796 -1.1702 0.0944
C -1.4548 -0.6866 -0.1291
C -1.1595 0.6715 -0.5562
C 0.1242 1.0527 -0.4979
C 1.3529 0.9324 -0.1725
O 2.2192 0.3408 0.4019
Zn 3.8538 -0.2901 0.4682
H -3.1542 -0.6849 0.7224
H -1.9781 1.4013 -0.5746

Entry 2:
90
Properties=species:S:1:pos:R:3 method="wB97M-V/def2-TZVPD" charge=+1 spin_multiplicity=8 s2=15.767 de_lowest_kcal_mol=159.2 energy_ha=-3877.2407 e_homo_ev="-6.75 / -7.57"
Eu -0.5147 0.5493 0.4946
C 2.3607 0.2478 -1.5326
C 2.1406 -1.2244 -1.2048
N 0.9619 -1.4791 -0.3508
C 1.2553 -2.3156 0.8179
C 1.9224 -1.5028 1.9118
N 1.0682 -0.3942 2.3729
C 1.8302 0.6223 3.1371
C 2.6509 1.5898 2.2762
C 1.9394 2.8801 1.8768
N 0.9432 2.7451 0.7884
C 1.4106 3.2865 -0.4958
C 0.4203 2.9975 -1.6100
N 0.1912 1.5561 -1.8156
C 1.3283 0.8782 -2.4798
H 3.3527 0.3487 -1.9821
H 2.3942 0.8020 -0.5937
H 3.0279 -1.6041 -0.6923
H 2.0427 -1.7985 -2.1314
H 0.2628 -1.9410 -0.9310
H 1.9016 -3.1634 0.5599
H 0.3183 -2.7347 1.1919
H 2.8498 -1.0734 1.5264
H 2.2047 -2.1581 2.7437
H 0.3806 -0.7812 3.0150
H 2.4944 0.1190 3.8480
H 1.1068 1.1919 3.7223
H 3.0361 1.0801 1.3873
H 3.5359 1.8719 2.8511
H 2.6875 3.6283 1.5945
H 1.4125 3.2775 2.7465
H 0.1478 3.3192 1.0718
H 2.3859 2.8581 -0.7326
H 1.5578 4.3719 -0.4357
H 0.7881 3.4690 -2.5300
H -0.5392 3.4624 -1.3658
H -0.6029 1.4579 -2.4417
H 1.8251 1.5864 -3.1537
H 0.8971 0.0891 -3.0974
Cl -2.3157 -1.7963 0.7132
C -3.6540 -0.9928 -0.1647
Cl -3.1238 0.4595 -1.0457
H -4.3912 -0.6914 0.5660
H -4.0277 -1.6964 -0.8957
Cl -0.0584 6.6950 4.2962
C -0.7022 5.1786 3.7109
C -0.5997 4.0341 4.4821
C -1.0979 2.8312 4.0032
C -1.7188 2.7068 2.7398
C -2.1638 1.4248 2.2001
C -1.8407 3.9157 2.0191
C -1.3404 5.1261 2.4854
H -0.1374 4.0919 5.4605
H -1.0287 1.9512 4.6360
H -3.1159 1.5671 1.6769
H -2.3440 0.7207 3.0203
H -2.3636 3.9014 1.0659
H -1.4584 6.0340 1.9057
C -3.3010 -5.3573 -3.5901
C -2.9221 -6.0617 -4.8945
C -1.9661 -5.2915 -5.8020
C -0.5740 -5.0364 -5.2336
N -0.5361 -3.9788 -4.2077
C -0.7436 -2.6569 -4.3527
S -1.3129 -1.7287 -3.0175
N -0.5290 -2.0437 -5.5229
C -0.0335 -2.5290 -6.8179
C 0.1671 -1.3466 -7.7613
C 1.4771 -0.5780 -7.5824
C 1.6797 0.0884 -6.2231
H -4.1929 -5.8056 -3.1502
H -3.5043 -4.2947 -3.7480
H -2.5206 -5.4305 -2.8277
H -3.8315 -6.2653 -5.4629
H -2.4840 -7.0393 -4.6714
H -2.4126 -4.3271 -6.0733
H -1.8416 -5.8489 -6.7354
H 0.1184 -4.7954 -6.0297
H -0.1791 -5.9300 -4.7489
H -0.8194 -4.2617 -3.2821
H -0.8234 -1.0800 -5.4899
H -0.7421 -3.2353 -7.2497
H 0.9203 -3.0432 -6.6772
H -0.6907 -0.6683 -7.6697
H 0.1250 -1.7356 -8.7802
H 1.5233 0.1836 -8.3633
H 2.3097 -1.2617 -7.7766
H 0.8572 0.7714 -5.9807
H 2.5990 0.6767 -6.2143
H 1.7489 -0.6412 -5.4133

Entry 3:
100
Properties=species:S:1:pos:R:3 method="wB97M-V/def2-TZVPD" charge=0 de_lowest_kcal_mol=28.8 energy_ha=-2504.5111 e_homo_ev=-10.19 smiles="C[C@H]1COC(=O)O1.C[C@H]1COC(=O)O1.C[C@H]1COC(=O)O1.C[C@H]1COC(=O)O1.COC(=O)OC.CCCC#N.CCCC#N.CCCC#N"
C 1.0136 -1.2030 -5.8457
C 1.4389 -1.7290 -4.4007
C 2.7603 -1.3329 -3.8549
O 2.5338 -0.5812 -2.6893
C 1.2409 -0.3655 -2.5941
O 0.6858 0.0825 -1.5762
O 0.6267 -1.0241 -3.4769
H 1.1198 -0.1114 -5.8825
H -0.0185 -1.4340 -6.1080
H 1.7766 -1.7133 -6.5322
H 1.2603 -2.7412 -4.0675
H 3.3174 -0.6078 -4.3722
H 3.4155 -2.1624 -3.5183
C -1.6707 -3.2406 -2.4942
C -0.6453 -3.9047 -1.7641
C -0.0573 -2.9548 -0.6969
O -0.3703 -3.5777 0.4915
C -1.1031 -4.7316 0.2618
O -1.5582 -5.4166 1.1912
O -1.2129 -5.0154 -1.0018
H -1.1424 -2.5053 -3.0705
H -2.4788 -2.6699 -2.0000
H -2.0309 -3.9608 -3.2422
H -0.0172 -4.3516 -2.6021
H -0.4433 -2.0387 -0.7671
H 1.0722 -2.9123 -0.8609
C -3.5021 2.9992 0.0378
C -3.2522 1.6764 -0.7048
C -3.2871 0.5167 0.2385
O -4.3961 -0.1434 -0.1231
C -4.9864 0.3075 -1.1741
O -5.8273 -0.2282 -1.7826
O -4.3491 1.3226 -1.6070
H -4.3309 2.7975 0.6692
H -3.8632 3.7491 -0.6969
H -2.5979 3.3935 0.5666
H -2.3161 1.6730 -1.2524
H -3.3920 0.8597 1.2759
H -2.3888 -0.1113 0.1807
C 3.4121 1.7662 -0.3232
C 2.8071 3.0364 -0.8792
C 2.7753 3.1010 -2.3930
O 1.4526 3.6655 -2.5489
C 0.6941 3.4936 -1.4668
O -0.5308 3.6680 -1.4496
O 1.4456 3.0253 -0.5025
H 3.1178 1.7329 0.7392
H 4.4975 1.8601 -0.3454
H 3.1735 0.8976 -0.7860
H 3.4512 3.8832 -0.5810
H 2.9186 2.3321 -3.0436
H 3.3825 3.9504 -2.7169
C -3.6051 -3.0050 1.1180
O -3.4451 -3.4290 2.4814
C -2.4337 -2.9518 3.2023
O -1.6676 -1.8652 2.7584
O -2.4051 -3.5033 4.4266
C -1.9227 -2.7363 5.5550
H -3.7951 -3.8998 0.6152
H -2.7916 -2.4705 0.6147
H -4.5790 -2.4357 0.8659
H -1.7610 -3.2888 6.4570
H -2.6189 -1.9401 5.8223
H -1.0650 -2.0553 5.3570
C 0.6719 2.3204 2.3583
C 0.1102 1.0589 1.6940
C 0.8658 -0.2078 2.0152
C 1.4227 -0.3759 3.4127
N 1.9023 -0.5680 4.4696
H -0.1487 3.0917 2.1787
H 1.6123 2.6763 1.9126
H 0.8789 2.2437 3.4983
H 0.1123 1.1034 0.5668
H -0.9293 0.8127 1.9669
H 1.6444 -0.2554 1.2965
H 0.2362 -1.0668 1.6775
C 3.6323 -2.0506 0.4846
C 4.1675 -3.4462 0.0304
C 3.5158 -4.6406 0.6341
C 4.0574 -5.9362 0.2433
N 4.5219 -6.9229 -0.0522
H 3.5368 -1.9132 1.5868
H 2.6885 -1.7632 0.0311
H 4.3142 -1.2473 0.3070
H 5.2347 -3.5843 0.1768
H 3.8669 -3.4528 -1.0538
H 2.4791 -4.6929 0.3444
H 3.5306 -4.4848 1.7500
C 0.3130 6.2518 1.3662
C -1.2476 6.0364 1.1834
C -2.0028 5.9568 2.5049
C -3.4979 6.2851 2.3704
N -4.5940 6.5786 2.2286
H 0.8836 5.8224 0.5336
H 0.8284 5.8647 2.3272
H 0.5668 7.3164 1.3532
H -1.4004 5.0402 0.7785
H -1.7912 6.8145 0.5623
H -1.6780 6.8591 3.0015
H -1.8351 5.0355 3.1296

Entry 4:
18
Properties=species:S:1:pos:R:3 method="wB97M-V/def2-TZVPD" charge=0 de_lowest_kcal_mol=113.4 energy_ha=-517.3702 e_homo_ev="-11.08 / -11.10"
C -1.4395 0.1561 -0.0132
C 0.4152 -1.0115 1.0293
C 1.0269 0.6310 -0.9865
C -0.0311 -0.3914 -0.2822
N -0.3072 -1.4859 -1.1387
N -0.7358 -1.5587 -2.4413
O -0.5899 -2.6097 -2.9821
O -1.2310 -0.5265 -2.8903
F 1.2481 -2.5972 -1.0630
H -1.2343 1.1412 0.4973
H -2.0146 0.2046 -1.0195
H -1.8885 -0.7010 0.6029
H 1.4677 -1.1775 1.1771
H 0.0567 -1.9981 1.3204
H 0.0803 -0.4560 1.9915
H 1.4232 1.3993 -0.2796
H 1.7641 0.0150 -1.3868
H 0.3563 1.0833 -1.7555

Entry 5:
17
Properties=species:S:1:pos:R:3 method="wB97M-V/def2-TZVPD" charge=0 de_lowest_kcal_mol=10.5 energy_ha=-251.8458 e_homo_ev=-7.48 smiles="CC(C)=C(C)N"
C 1.1175 -0.3875 1.5373
N -0.4560 1.8913 0.5141
C -0.4030 0.6655 -0.1546
C 0.3203 -0.3834 0.2593
C 0.3736 -1.7101 -0.4662
C -1.2433 0.5916 -1.4065
H 0.8786 0.4967 2.1446
H 2.1781 -0.2921 1.2861
H 0.9208 -1.2194 2.2110
H 0.3298 2.1638 1.0901
H -0.8065 2.6506 -0.0494
H 0.0649 -2.5050 0.2243
H 1.4182 -1.9303 -0.6945
H -0.3029 -1.7875 -1.3069
H -1.5212 1.5544 -1.8369
H -0.6925 0.1095 -2.2105
H -2.1764 0.0919 -1.1413

Entry 6:
14
Properties=species:S:1:pos:R:3 method="wB97M-V/def2-TZVPD" charge=0 de_lowest_kcal_mol=86.2 energy_ha=-324.5871 e_homo_ev=-9.63
C 1.5159 -1.0990 -0.4512
C 0.9461 0.2779 -0.1350
C -1.6630 1.3145 -0.0832
C 0.0646 0.2496 1.1148
O -1.3430 0.4050 0.7831
C -2.9775 0.9105 -0.5733
N -3.8526 0.4951 -1.2137
H 2.1013 -1.4864 0.3883
H 2.1631 -1.0722 -1.3319
H 0.7078 -1.8118 -0.6475
H 1.7398 1.0233 -0.0283
H 0.3345 0.6261 -0.9729
H 0.0613 -0.7399 1.5758
H 0.3455 0.9849 1.8687

Entry 7:
9
Properties=species:S:1:pos:R:3 method="wB97M-V/def2-TZVPD" charge=0 de_lowest_kcal_mol=11.6 energy_ha=-192.7756 e_homo_ev=-9.99 smiles=C#CCC#C
C 0.2507 0.6306 2.2526
C 0.0191 0.6045 1.0727
C -0.5901 0.3764 -0.2413
C 0.1700 -0.4898 -1.1567
C 0.7633 -1.2024 -1.9245
H 0.5076 0.7251 3.2809
H -1.5294 -0.0923 0.0636
H -0.8710 1.3051 -0.7525
H 1.2797 -1.8572 -2.5947

Entry 8:
13
Properties=species:S:1:pos:R:3 method="wB97M-V/def2-TZVPD" charge=0 de_lowest_kcal_mol=105.1 energy_ha=-249.3058 e_homo_ev=-8.63 smiles="CC=C=N.C#C"
C -0.7706 -0.8579 1.7894
C -0.4143 -0.0489 -0.1879
C 0.1721 0.0690 0.9655
C 2.1035 1.1408 -1.6014
C 1.1621 0.8850 -2.3046
N -1.0894 -0.4857 -1.1104
H -1.8103 -0.4812 1.8178
H -0.8386 -1.8674 1.3582
H -0.3974 -0.9257 2.7988
H 0.7301 0.9291 1.3269
H 2.9535 1.3623 -0.9957
H 0.2832 0.5986 -2.8407
H -2.0838 -0.3181 -1.0159

Entry 9:
11
Properties=species:S:1:pos:R:3 method="wB97M-V/def2-TZVPD" charge=0 energy_ha=-542.1623 e_homo_ev=-6.87
C -0.0894 -0.0575 1.7021
O -0.1338 -0.3759 2.9044
O -0.4199 -1.1124 0.8822
C -0.2345 -0.9876 -0.4684
O -0.5544 1.9803 -2.1840
C -1.5318 1.8463 -1.6034
C 0.9053 -0.6027 -1.0823
Na 0.2974 1.8487 3.5252
H -1.0315 -1.4962 -1.0166
H 1.7377 -0.1638 -0.5322
H 1.0550 -0.8793 -2.1269

Entry 10:
20
Properties=species:S:1:pos:R:3 method="wB97M-V/def2-TZVPD" charge=0 de_lowest_kcal_mol=112.8 energy_ha=-386.1403 e_homo_ev="-6.55 / -6.52"
C -1.3325 1.3723 2.4278
C -1.4563 0.5163 1.4310
C -2.4950 0.5903 0.3613
C 1.2443 1.0354 -1.2035
C 1.4069 -2.6254 -1.5099
C 1.6401 -0.3678 -0.8973
O 2.4477 -0.5709 0.1951
O 1.1743 -1.3275 -1.5996
H -0.5564 1.2663 3.1662
H -1.9970 2.2129 2.5483
H -2.0202 0.5691 -0.6209
H -3.1620 -0.2693 0.4144
H -3.0872 1.4985 0.4514
H 0.7731 1.0649 -2.1830
H 2.1223 1.6800 -1.1997
H 0.5458 1.4210 -0.4564
H 0.8260 -3.2210 -2.1806
H -0.7714 -0.3191 1.3507
H 1.8622 -3.0710 -0.6432
H 2.8351 -1.4550 0.1479

Entry 11:
71
Properties=species:S:1:pos:R:3 method="wB97M-V/def2-TZVPD" charge=+2 spin_multiplicity=2 s2=0.817 de_lowest_kcal_mol=79.2 energy_ha=-4559.6165 e_homo_ev="-13.39 / -13.39"
Ir 0.7888 -0.1699 1.0546
C -0.7006 2.4577 0.2337
N 0.5763 2.3064 0.9408
C 1.6888 2.8675 0.1536
C 2.4380 1.7820 -0.6182
N 2.8798 0.6990 0.2729
C 3.6848 1.1960 1.4026
C 3.6556 -0.3173 -0.3996
C 4.6616 -0.0034 -1.3009
C 5.4890 -0.9935 -1.8116
C 5.3287 -2.3180 -1.4271
C 4.3297 -2.6515 -0.5394
C 3.4880 -1.6626 -0.0150
S 2.2752 -2.1596 1.1150
C 0.4879 2.9330 2.2407
C 0.4944 4.3171 2.3477
C 0.4561 4.9361 3.5877
C 0.4029 4.1696 4.7443
C 0.3484 2.7953 4.6556
C 0.3955 2.1585 3.4065
S 0.3688 0.4215 3.3795
H -0.9406 3.5155 0.0903
H -1.5037 1.9995 0.8171
H -0.6447 1.9766 -0.7448
H 2.3826 3.3743 0.8259
H 1.3182 3.6110 -0.5581
H 3.2850 2.2611 -1.1227
H 1.7881 1.3427 -1.3839
H 4.4732 1.8632 1.0421
H 4.1582 0.3547 1.9059
H 3.0645 1.7251 2.1234
H 4.8510 1.0184 -1.5920
H 6.2829 -0.7185 -2.4856
H 5.9905 -3.0783 -1.8082
H 4.1876 -3.6709 -0.2147
H 0.5279 4.9248 1.4560
H 0.4570 6.0136 3.6444
H 0.4051 4.6473 5.7100
H 0.2713 2.1904 5.5449
C -0.5893 -4.8950 -3.0933
C -1.4586 -4.9852 -2.0191
C -1.5999 -3.9195 -1.1449
C -0.8583 -2.7642 -1.3534
C 0.0325 -2.6814 -2.4195
C 0.1595 -3.7448 -3.2955
As -1.1172 -1.1625 -0.2669
C -2.2296 -0.1705 -1.5191
C -1.8361 0.4314 -2.6987
C -2.7818 1.0773 -3.4861
C -4.1108 1.1169 -3.0840
C -4.5179 0.4945 -1.9182
C -3.5829 -0.1668 -1.1199
C -3.8654 -0.8931 0.1088
C -5.1184 -1.0487 0.7023
C -5.2383 -1.7682 1.8768
C -4.1245 -2.3457 2.4767
C -2.8680 -2.2045 1.8973
C -2.7422 -1.4940 0.7202
H -0.4909 -5.7251 -3.7749
H -2.0308 -5.8860 -1.8572
H -2.2890 -3.9878 -0.3111
H 0.6199 -1.7772 -2.5663
H 0.8400 -3.6776 -4.1306
H -0.7979 0.3947 -3.0101
H -2.4779 1.5543 -4.4055
H -4.8347 1.6379 -3.6907
H -5.5576 0.5155 -1.6301
H -5.9925 -0.6078 0.2480
H -6.2079 -1.8801 2.3361
H -4.2309 -2.9011 3.3955
H -1.9945 -2.6507 2.3601

Entry 12:
15
Properties=species:S:1:pos:R:3 method="wB97M-V/def2-TZVPD" charge=0 de_lowest_kcal_mol=8.8 energy_ha=-287.8184 e_homo_ev=-9.57 smiles="CCNC(C)=O"
C 0.0325 1.8520 -0.2998
C -0.0377 0.7734 -1.3455
N 0.1887 -0.5212 -1.0037
C 0.5886 -0.9892 0.2948
C -0.5259 -1.2564 1.2749
O -0.2851 1.0680 -2.5091
H -0.6909 1.6748 0.4944
H 1.0192 1.9424 0.1503
H -0.2104 2.7793 -0.8043
H -0.0573 -1.1895 -1.7176
H 1.3353 -0.2982 0.6985
H 1.1816 -1.8867 0.1385
H -0.1821 -1.7437 2.1847
H -1.3242 -1.8496 0.8335
H -1.0323 -0.3555 1.6105

Entry 13:
15
Properties=species:S:1:pos:R:3 method="wB97M-V/def2-TZVPD" charge=0 de_lowest_kcal_mol=61.6 energy_ha=-345.7069 e_homo_ev=-9.39
C -1.8758 -0.2314 -0.3092
C -0.6621 0.5712 0.1135
O -0.2371 0.5667 1.4987
C 1.1329 0.4369 1.0735
C 1.3204 -0.9476 0.5353
C 0.7231 0.1433 -0.3329
O 1.3140 0.5472 -1.5229
H -1.6597 -1.3034 -0.3582
H -2.7228 -0.0608 0.3597
H -2.1735 0.1125 -1.3132
H -0.8039 1.6172 -0.1847
H 1.8814 1.1007 1.4987
H 2.3290 -1.1986 0.2018
H 0.7472 -1.7579 0.9838
H 0.6868 0.4041 -2.2439

Entry 14:
8
Properties=species:S:1:pos:R:3 method="wB97M-V/def2-TZVPD" charge=-2 de_lowest_kcal_mol=45.1 energy_ha=-661.1117 e_homo_ev=1.11
C 0.7717 -1.0183 0.1655
N 0.1240 0.0614 0.2720
O 1.5080 -2.0367 -2.1496
O 1.3539 -3.5665 -0.1577
O -0.8162 -2.5917 -1.2857
P 0.6644 -2.4500 -0.9223
H 1.9941 -1.3013 0.9483
H 0.7356 0.6363 0.9605

Entry 15:
51
Properties=species:S:1:pos:R:3 method="wB97M-V/def2-TZVPD" charge=0 de_lowest_kcal_mol=7.3 energy_ha=-1066.6210 e_homo_ev=-7.35 smiles="COc1ccc(C(=CCc2ccccc2)c2ccc(OC)cc2)cc1.B"
C 5.9904 -8.1523 8.5632
O 4.6651 -8.5003 8.9825
C 3.7266 -7.5416 8.7487
C 2.3804 -7.9341 8.9084
C 1.3838 -7.0681 8.5296
C 1.6575 -5.7597 8.0566
C 0.5379 -4.9018 7.6399
C -0.6322 -5.5721 7.4173
C -1.9185 -4.9129 7.1398
C -3.2360 -5.6787 7.2012
C -4.4025 -4.9200 7.0520
C -5.6466 -5.5394 7.1470
C -5.7246 -6.9212 7.3883
C -4.5480 -7.6910 7.4168
C -3.2970 -7.0666 7.3442
C 0.6825 -3.4194 7.4671
C 1.5359 -2.7158 8.3561
C 1.7649 -1.3609 8.2146
C 0.9949 -0.6107 7.2863
O 1.2084 0.7298 7.2120
C 0.3037 1.5794 6.4229
C 0.0819 -1.2712 6.4250
C 0.0068 -2.6535 6.4873
C 3.0026 -5.3707 7.9327
C 4.0241 -6.2187 8.3132
H 6.5592 -9.0176 8.8683
H 6.0395 -8.0148 7.4785
H 6.3493 -7.2494 9.0617
H 2.1343 -8.9175 9.3036
H 0.3651 -7.4763 8.5722
H -0.6329 -6.6565 7.3213
H -1.9829 -3.9105 7.5922
H -4.3016 -3.8355 6.9444
H -6.5638 -4.9511 7.1290
H -6.6892 -7.4177 7.4550
H -4.5818 -8.7724 7.5405
H -2.3820 -7.6279 7.5430
H 2.0716 -3.2677 9.1349
H 2.5002 -0.8441 8.8435
H 0.6006 2.6197 6.6313
H 0.4374 1.3363 5.3514
H -0.7424 1.3921 6.7281
H -0.5176 -0.7611 5.6710
H -0.6201 -3.1530 5.7569
H 3.2490 -4.4355 7.4495
H 5.0551 -5.8778 8.2442
H -1.8013 -4.7120 6.1033
B -2.6237 -1.7656 4.1971
H -1.5251 -1.9700 3.6878
H -3.5837 -2.4520 3.8573
H -2.5798 -1.3710 5.3485

Entry 16:
19
Properties=species:S:1:pos:R:3 method="wB97M-V/def2-TZVPD" charge=0 de_lowest_kcal_mol=17.0 energy_ha=-385.2947 e_homo_ev=-10.28 smiles=OCCCCO.O
C 0.3878 1.1553 -0.6858
O 0.5395 2.3456 -1.4691
C -0.4506 0.0744 -1.3649
C -1.0199 -0.9706 -0.4239
C 0.0058 -1.6847 0.4494
O 1.0191 -2.2742 -0.3661
H 1.3667 0.7998 -0.3547
H -0.1799 1.4598 0.1994
H 0.5094 2.0161 -2.3813
H 0.1105 -0.3949 -2.1727
H -1.3179 0.6320 -1.7373
H -1.5213 -1.7032 -1.0605
H -1.7296 -0.5460 0.2906
H -0.5410 -2.4859 0.9531
H 0.4360 -0.9584 1.1396
H 1.7412 -2.5133 0.2278
H 0.4309 2.2797 3.3644
H 0.3971 1.0885 2.4520
O -0.1838 1.6799 2.9401

Entry 17:
10
Properties=species:S:1:pos:R:3 method="wB97M-V/def2-TZVPD" charge=0 de_lowest_kcal_mol=55.7 energy_ha=-322.2031 e_homo_ev=-10.60 smiles="C#CCC(=O)C#N"
O -0.0915 1.0697 1.0278
C -0.5708 0.5429 0.0590
C 0.0022 -0.7195 -0.6131
C 1.3246 -0.8684 -0.0136
C 2.0045 -0.5457 0.9298
C -1.7943 1.1727 -0.4643
N -2.7221 1.8091 -0.7315
H -0.0688 -0.6736 -1.7063
H -0.6147 -1.5662 -0.2849
H 2.5309 -0.2209 1.7971